{"formula": "C35H30BrFeN5OP", "method": "wB97M-V/def2-TZVPD", "charge": 1, "homo_lumo_gap_ev": [5.24, 5.24], "relative_energy_kj_mol": 271.49, "largest_force_ev_per_a": 5.24, "total_energy_ev": -159992.99252, "species": ["Fe", "Br", "C", "C", "C", "C", "O", "C", "C", "N", "C", "C", "C", "C", "C", "C", "C", "C", "N", "C", "C", "H", "H", "H", "H", "H", "H", "H", "H", "H", "H", "C", "C", "C", "C", "C", "C", "N", "N", "C", "C", "C", "C", "C", "N", "H", "H", "H", "H", "H", "H", "H", "H", "H", "C", "P", "C", "C", "C", "C", "C", "C", "C", "H", "H", "H", "H", "H", "H", "H", "H", "H", "H", "H"], "positions_angstrom": [[0.182849, -0.570515, 0.192471], [-2.901657, 4.334067, 4.935941], [-2.372659, 3.096641, 3.602267], [-2.860808, 3.219640, 2.296777], [-2.473968, 2.316837, 1.341878], [-1.566226, 1.261773, 1.626571], [-1.181129, 0.482548, 0.671547], [-1.115989, 1.126930, 2.980589], [-0.428360, -0.058573, 3.392178], [0.096758, -0.890675, 2.569911], [0.347229, -2.199489, 2.960267], [0.946900, -2.601192, 4.133647], [1.015527, -3.958951, 4.473136], [0.444212, -4.912530, 3.675664], [-0.149245, -4.545593, 2.451238], [-0.706917, -5.481746, 1.556368], [-1.203882, -5.050078, 0.355863], [-1.150355, -3.681073, 0.054387], [-0.660865, -2.778104, 0.868580], [-0.167171, -3.180262, 2.064156], [-1.530752, 2.059369, 3.936109], [-3.531873, 4.026132, 2.042009], [-2.815348, 2.404575, 0.320192], [-0.504846, -0.309167, 4.454658], [1.384089, -1.865644, 4.790955], [1.505890, -4.246339, 5.389474], [0.448769, -5.953969, 3.957057], [-0.725422, -6.526236, 1.828452], [-1.622537, -5.734734, -0.363407], [-1.514925, -3.318108, -0.895473], [-1.171646, 1.968601, 4.949248], [1.000672, 5.168062, -1.423847], [2.140393, 4.506147, -1.865396], [2.370470, 3.192632, -1.526256], [1.445040, 2.495718, -0.721471], [0.329474, 3.192223, -0.240328], [0.109056, 4.505979, -0.590788], [1.601479, 1.171208, -0.425940], [2.778571, 0.669802, -0.678108], [3.005765, -0.617038, -0.529791], [4.333457, -1.081187, -0.712206], [4.635862, -2.394713, -0.503650], [3.592843, -3.272290, -0.162777], [2.318296, -2.775372, -0.035879], [1.987356, -1.484603, -0.183349], [0.825328, 6.194013, -1.710656], [2.856827, 5.024338, -2.484808], [3.256944, 2.669436, -1.852328], [-0.332959, 2.695549, 0.441522], [-0.760739, 5.022674, -0.210750], [5.068498, -0.346954, -0.995345], [5.644277, -2.763034, -0.604859], [3.781588, -4.323128, -0.011801], [1.510226, -3.453815, 0.199537], [0.699708, -0.581670, -3.608176], [-0.509634, -0.524946, -2.221351], [-1.818935, -1.619914, -2.925088], [-1.306204, 1.091587, -2.504239], [-0.616595, 2.149969, -3.083607], [-1.248401, 3.363390, -3.286002], [-2.572445, 3.527550, -2.918993], [-3.266624, 2.476873, -2.340156], [-2.633173, 1.268030, -2.119661], [1.572253, 0.031775, -3.391480], [0.224670, -0.230367, -4.525039], [1.033548, -1.608849, -3.746829], [-2.218212, -1.172246, -3.832810], [-2.626687, -1.743684, -2.208681], [-1.402393, -2.595911, -3.162549], [0.415404, 2.034402, -3.374686], [-0.699129, 4.179039, -3.729347], [-3.066554, 4.468992, -3.094390], [-4.303704, 2.598337, -2.063025], [-3.171263, 0.457859, -1.647324]], "atomic_forces_ev_per_a": [[2.14, -1.74, 0.37], [0.01, 0.01, -0.08], [0.18, -0.17, 0.25], [0.15, -0.11, 0.19], [0.15, -0.27, -0.09], [0.35, -0.20, 0.59], [-2.60, 1.40, -0.36], [-0.14, 0.31, -0.75], [-0.14, -0.08, 0.02], [0.51, 0.71, -1.33], [0.08, -0.49, 0.43], [-0.04, 0.34, -0.50], [-0.15, -0.39, -0.05], [0.14, 0.11, 0.16], [-0.01, 0.36, -0.20], [-0.07, 0.16, -0.26], [0.04, -0.17, 0.23], [-0.01, 0.11, 0.01], [0.15, 0.97, -0.59], [0.12, -0.43, 0.44], [-0.29, 0.41, 0.02], [-0.07, 0.06, 0.02], [-0.05, 0.02, 0.00], [0.05, -0.10, -0.02], [0.00, 0.13, 0.08], [0.03, -0.04, 0.12], [0.06, -0.12, 0.06], [0.01, -0.13, 0.00], [-0.07, -0.09, -0.04], [-0.04, -0.01, -0.08], [-0.02, -0.05, 0.19], [-0.06, -0.21, 0.23], [0.15, 0.03, -0.17], [-0.08, -0.37, 0.23], [0.16, 2.02, -0.51], [0.27, -0.55, 0.18], [0.08, 0.31, -0.02], [1.79, -3.89, 0.53], [-2.27, 4.70, -0.39], [-0.20, -4.20, 0.96], [-0.96, 1.05, 0.05], [-0.58, -0.99, 0.23], [0.90, 0.50, -0.28], [-0.54, 0.11, 0.05], [0.78, 0.59, -0.30], [-0.02, 0.08, -0.01], [0.05, 0.04, -0.06], [0.00, 0.08, -0.15], [-0.15, -0.06, -0.07], [-0.05, -0.02, 0.04], [0.14, 0.07, -0.01], [0.11, 0.01, -0.04], [-0.04, -0.07, 0.03], [0.01, 0.08, -0.01], [-0.02, -0.09, 0.42], [-0.21, 0.38, 0.03], [0.26, 0.03, 0.36], [0.09, -0.13, 0.12], [-0.11, -0.16, -0.04], [-0.03, 0.05, -0.09], [0.01, 0.01, -0.06], [-0.06, 0.02, 0.01], [0.10, -0.06, -0.03], [0.05, 0.04, -0.01], [0.01, -0.01, 0.06], [0.04, -0.05, 0.01], [0.04, 0.04, -0.03], [-0.09, -0.04, 0.03], [0.04, -0.11, 0.01], [0.11, 0.02, -0.09], [0.03, 0.10, -0.08], [-0.08, 0.15, -0.01], [-0.07, 0.02, 0.04], [-0.06, -0.01, 0.04]], "mulliken_charge": [1.090, -0.193, -0.424, -0.465, 0.029, -0.093, -0.063, -0.475, -0.016, 0.106, -0.735, -0.353, -0.845, -0.881, 0.919, -0.784, -1.017, 0.044, 0.193, 0.638, -0.648, 0.488, 0.263, 0.527, 0.566, 0.431, 0.425, 0.468, 0.462, 0.131, 0.540, -0.625, -0.704, -0.472, -0.441, 0.692, -0.682, 0.695, -0.807, 0.043, -0.640, -0.515, -0.878, -0.151, 0.529, 0.462, 0.409, 0.465, 0.372, 0.499, 0.555, 0.420, 0.507, 0.435, -1.621, 1.712, -1.674, 0.603, -0.647, -0.724, -0.720, -0.528, -0.666, 0.381, 0.451, 0.469, 0.459, 0.502, 0.515, 0.359, 0.540, 0.443, 0.487, 0.158]}